Formula: C46H99F6N5O4P
Source: the OMol25 dataset
Level of theory: ωB97M-V/def2-TZVPD

```
161
C46H99F6N5O4P, DFT ωB97M-V/def2-TZVPD
P 0.203 4.146 -3.195
F -0.748 3.292 -2.195
F 1.143 4.167 -1.867
F -0.709 4.012 -4.457
F 0.864 2.708 -3.584
F 1.340 4.920 -4.093
F -0.595 5.517 -2.765
O -3.788 -1.535 0.817
O 0.236 -0.116 -1.186
O -1.576 0.619 -1.886
O -1.369 0.244 0.274
N 0.572 -2.074 3.260
N -4.165 -1.047 -0.491
N 4.156 1.560 -2.135
N -1.321 3.583 3.259
N 2.212 -4.494 -2.916
C -0.003 -1.172 -4.402
C -1.997 -1.117 7.121
C 1.883 -2.734 -4.763
C -0.170 -1.440 4.455
C 0.005 3.654 2.426
C 0.914 -4.132 2.093
C -5.149 -3.435 -1.151
C -1.446 -2.142 4.818
C 5.502 3.083 -3.859
C 3.910 0.520 -3.178
C -4.131 -2.278 -1.554
C 3.030 1.460 -1.097
C 1.908 -3.564 -1.699
C 4.988 1.716 0.185
C -2.152 4.556 2.455
C -4.443 -1.682 -2.962
C 5.359 1.289 -1.205
C -5.698 -0.728 -3.038
C 3.713 -4.642 -3.180
C -0.292 -2.171 1.923
C 0.970 -3.494 3.518
C -4.649 1.342 0.251
C -5.201 0.087 -0.499
C 1.910 -5.923 -2.508
C 5.917 4.527 -4.336
C -1.990 3.432 5.772
C 4.897 4.954 -5.489
C -6.511 -0.381 0.096
C -2.718 -2.922 -1.484
C -0.853 0.295 -0.867
C 1.442 -4.101 -4.221
C 1.690 -1.084 2.999
C 3.202 -6.479 -1.818
C -2.658 3.577 8.293
C -0.322 -3.604 1.532
C 3.495 2.113 0.174
C 4.261 -5.424 -2.022
C -0.370 3.805 1.008
C -0.993 3.987 4.754
C -1.848 4.365 0.995
C -2.470 -1.357 5.637
C -5.479 0.428 -2.053
C -1.716 4.015 7.161
C 0.738 -1.999 -5.433
C 4.298 2.948 -2.873
C -1.887 2.145 3.148
H -5.757 -0.425 -4.083
H 4.846 0.558 -3.735
H -5.333 -3.519 -0.080
H -4.699 -4.371 -1.483
H -1.889 -2.271 -1.760
H -5.353 2.155 0.432
H 0.279 -4.037 4.163
H 0.261 4.428 0.376
H -0.334 -3.702 0.447
H 2.825 1.832 0.986
H -3.612 4.080 8.137
H -3.783 1.747 -0.273
H -3.014 3.596 5.437
H -1.193 -3.085 5.303
H -1.152 -4.120 2.016
H 0.664 -0.387 -4.046
H 2.422 -4.007 -0.846
H -3.203 4.683 2.712
H -1.996 5.303 0.460
H -0.458 2.805 0.583
H -1.472 5.076 7.104
H -0.359 -0.385 4.256
H 1.100 -1.277 -6.165
H 3.306 3.020 -3.319
H 1.986 -3.430 3.908
H -2.863 2.278 3.615
H 5.481 0.213 -1.080
H 5.002 4.347 -6.388
H 5.885 5.244 -3.516
H -0.252 -1.714 -3.490
H -0.667 0.596 -2.193
H 0.772 -5.212 2.060
H -2.517 -0.270 7.571
H 1.299 -0.108 2.714
H 5.184 0.942 0.927
H -2.628 -0.353 5.244
H -2.362 3.727 9.331
H -0.952 -0.820 7.199
H 0.950 -5.919 -1.993
H 2.324 -0.919 3.870
H -2.483 3.736 0.372
H 0.442 -1.532 5.352
H 3.916 -5.145 -4.125
H 3.864 4.837 -5.161
H -1.979 -2.377 3.897
H 5.196 -5.917 -2.287
H -0.926 -0.700 -4.737
H 6.257 1.808 -1.538
H 3.272 -6.478 -0.730
H 6.979 4.562 -4.583
H 2.269 -2.013 -4.042
H 4.041 -3.604 -3.230
H 1.717 -6.386 -3.476
H -6.102 -3.306 -1.665
H 3.944 -0.453 -2.687
H 0.608 4.492 2.775
H 1.720 -4.867 -4.944
H -2.129 -2.009 7.734
H 2.174 2.004 -1.498
H -4.566 -2.587 -3.557
H -3.573 -1.118 -3.301
H 3.468 -7.486 -2.139
H 0.143 -1.480 1.202
H 3.277 3.181 0.170
H -0.774 3.592 7.508
H 0.820 -3.587 -1.630
H -1.281 -1.742 2.085
H -6.301 -0.632 1.136
H 5.058 5.971 -5.845
H 2.723 -2.889 -5.441
H -0.958 5.077 4.731
H 2.884 0.396 -0.908
H 2.219 -1.574 2.182
H 0.371 -4.184 -4.034
H -1.308 1.479 3.789
H 6.353 2.652 -3.332
H 2.189 -2.543 -1.959
H -4.425 1.085 1.286
H -4.632 0.936 -2.513
H -3.379 -1.958 5.596
H 0.552 2.774 2.765
H 5.653 2.569 0.320
H 0.113 -2.625 -6.069
H -6.344 1.085 -1.965
H 0.000 3.651 5.052
H -6.997 -1.179 -0.464
H -1.956 2.343 5.787
H 5.325 2.511 -4.770
H -2.015 1.857 2.105
H -2.579 -3.775 -2.149
H 3.019 0.720 -3.774
H 1.863 -3.973 1.581
H 4.410 -4.776 -1.158
H -2.741 2.490 8.268
H 4.510 3.573 -2.005
H -1.661 5.471 2.784
H -2.541 -3.217 -0.450
H -6.604 -1.309 -2.867
H -7.178 0.476 0.189
```

Its frontier orbital gap (alpha / beta) is 6.993 / 7.150 eV. The expectation value of S² is 0.755. The net charge is +2. Its spin multiplicity is 2.